{
  "formula": "H26O13",
  "method": "wB97M-V/def2-TZVPD",
  "symbols": ["O", "H", "H", "O", "H", "H", "O", "H", "H", "O", "H", "H", "O", "H", "H", "O", "H", "H", "O", "H", "H", "O", "H", "H", "O", "H", "H", "O", "H", "H", "O", "H", "H", "O", "H", "H", "O", "H", "H"],
  "xyz": [[-2.79781, 1.40965, 0.98212], [-3.02025, 2.15938, 1.53407], [-2.91857, 1.72643, 0.08697], [-3.32740, -1.63347, -0.72557], [-2.77823, -1.23607, -0.04975], [-3.93490, -2.19361, -0.24244], [0.96275, 3.04881, -0.10279], [0.06556, 3.31336, -0.30597], [0.98488, 2.11064, -0.29143], [3.99738, -1.07429, -0.41327], [4.20496, -2.00853, -0.43163], [3.33550, -0.98894, 0.27292], [-0.55715, 2.50774, 2.63082], [-0.33678, 2.21757, 1.74568], [-0.53981, 1.70818, 3.15678], [2.48942, 0.47385, 1.49843], [1.98059, 1.10170, 0.98547], [3.23256, 0.97933, 1.82779], [2.48640, -0.82315, -2.93360], [3.10362, -1.52911, -3.12569], [2.61586, -0.63764, -2.00352], [0.22701, 0.31382, -0.36642], [0.47400, -0.60817, -0.43831], [-0.71927, 0.29831, -0.22309], [-2.69052, 1.20121, -2.04766], [-1.92773, 1.64467, -2.41879], [-2.63311, 0.30568, -2.38077], [-1.71635, -1.05159, 1.85096], [-2.05751, -0.19256, 1.60215], [-2.26619, -1.32466, 2.58536], [0.87870, -2.18026, -0.09387], [0.32158, -2.75162, -0.62245], [0.51886, -2.24566, 0.79070], [0.94277, -1.40892, 2.76906], [0.00555, -1.25089, 2.88259], [1.23830, -0.69971, 2.19817], [-0.22718, -0.27256, -3.66393], [0.71536, -0.40267, -3.76836], [-0.33295, -0.00624, -2.75063]],
  "atomic_forces_ev_per_a": [[0.1, -0.2, 0.1], [0.2, 0.2, 0.4], [-0.2, -0.2, -0.8], [0.0, 0.1, -0.5], [0.1, 0.0, 0.4], [-0.2, -0.1, 0.1], [0.3, 0.3, 0.4], [-0.2, 0.2, -0.1], [-0.3, -0.5, -0.5], [0.2, 0.1, -0.4], [0.1, -0.3, 0.0], [-0.3, 0.2, 0.5], [-0.2, 0.3, 0.3], [0.2, 0.0, -0.3], [0.1, -0.2, 0.2], [0.0, -0.1, -0.1], [-0.2, 0.2, -0.2], [0.3, 0.1, 0.2], [-0.4, 0.1, -0.6], [0.1, -0.1, 0.0], [0.4, 0.0, 0.5], [-0.3, 1.5, -0.2], [0.5, -1.2, 0.1], [-0.4, 0.2, 0.1], [0.0, 0.3, 0.6], [0.2, 0.2, -0.3], [-0.2, -0.5, -0.1], [0.3, -0.6, 0.0], [-0.3, 1.0, -0.1], [-0.3, -0.2, 0.2], [0.2, -0.2, -0.5], [-0.1, -0.3, -0.4], [0.0, 0.0, 0.9], [-0.1, -0.7, 0.2], [-0.3, 0.0, -0.1], [0.5, 0.5, -0.1], [-0.9, 0.1, -0.3], [0.6, -0.1, 0.2], [0.3, 0.0, 0.3]],
  "e_homo_ev": -10.97,
  "gap_ev": 10.87,
  "energy_ha": -993.73785,
  "de_lowest_kcal_mol": 22.2
}